Below is C25H24Cl5GeN2O3SeSn as an isolated structure, with properties calculated with wB97M-V/def2-TZVPD.

Cartesian coordinates (Å):
Sn  -1.43774  0.47971  -0.15210
O  -1.41194  4.92910  0.16563
C  -1.57182  4.95622  1.50302
C  -1.99942  6.16782  2.04589
C  -2.20126  6.28992  3.40240
C  -1.97486  5.21111  4.25900
C  -1.53282  4.02019  3.73406
C  -1.32259  3.86219  2.35469
C  -0.88052  2.55619  1.84009
O  -0.86450  2.38043  0.53871
N  -0.52067  1.63464  2.70551
N  -0.10849  0.50214  2.06876
C  0.34709  -0.41167  2.82754
C  0.91908  -1.65101  2.32471
C  1.22771  -2.65250  3.17749
C  1.83997  -3.91507  2.78200
C  2.28313  -4.11296  1.54022
C  2.16296  -2.99768  0.56577
C  1.18862  -1.87568  0.89808
O  0.72718  -1.23026  -0.02082
H  -1.16361  4.02298  -0.08720
H  -2.17083  6.99576  1.37046
H  -2.53970  7.23597  3.80561
H  -2.14949  5.30993  5.32187
H  -1.33448  3.17261  4.37463
H  0.36034  -0.25330  3.90615
H  0.98801  -2.51291  4.22622
H  1.97524  -4.68040  3.53481
H  2.81391  -5.01304  1.26072
H  3.13779  -2.50073  0.46538
Cl  -3.41881  2.35413  -1.33375
C  -2.29442  1.97060  -2.62472
C  -1.21385  1.16642  -2.29971
C  -0.36875  0.83329  -3.33440
Cl  1.00398  -0.19949  -2.98731
C  -0.55730  1.28496  -4.63856
Cl  0.51732  0.82450  -5.89804
C  -1.63755  2.12490  -4.91745
Cl  -1.87480  2.72767  -6.50241
C  -2.52707  2.47156  -3.89903
Cl  -3.87254  3.48612  -4.21474
C  2.96471  -5.00863  -4.68230
Ge  2.26913  -6.08471  -3.22055
C  3.13106  -7.81461  -3.09896
C  0.32780  -6.17730  -3.28465
C  2.69094  -5.20281  -1.45844
Se  1.74553  -3.54185  -1.27988
C  3.00531  -2.38019  -2.16910
H  2.92382  -5.61130  -5.59024
H  4.00247  -4.71388  -4.52229
H  2.35439  -4.12001  -4.85027
H  2.95084  -8.37273  -4.01817
H  2.73491  -8.39264  -2.26363
H  4.20817  -7.70211  -2.97406
H  0.01965  -6.86789  -4.07002
H  -0.09752  -5.19853  -3.51106
H  -0.08571  -6.53241  -2.33954
H  3.75656  -5.04045  -1.29892
H  2.29932  -5.86728  -0.68741
H  2.90392  -2.53345  -3.24022
H  4.00763  -2.63411  -1.83466
H  2.73256  -1.36008  -1.91021

Properties
electronic energy = -8295.6089 Ha
energy above the lowest of the compared OMol25 structures with the same formula, charge and spin = 69.4 kcal per mole
gap between HOMO and LUMO = 5.77 eV
total charge = +1

Atom charges from the Mulliken analysis, given in e for atoms 1 to 8: Sn 0.34; O -0.67; C 0.45; C -0.70; C -0.28; C -0.80; C -0.42; C 0.17


Below is C4H5NO as an isolated structure in a non-equilibrium geometry, with properties calculated with wB97M-V/def2-TZVPD.

Cartesian coordinates (Å):
N  -1.84037  -2.01772  -0.45953
C  -0.86317  -1.45289  -0.22030
C  0.40484  -0.73795  0.05385
C  0.40009  0.60041  -0.65064
C  -0.14714  0.97130  1.03186
O  0.46903  -0.26270  1.38303
H  1.24272  -1.39484  -0.15393
H  1.41932  0.94132  -0.93756
H  -0.28606  0.81246  -1.46492
H  0.43329  1.68294  0.44360
H  -1.23255  0.85767  0.97455

Properties
electronic energy = -285.2412 Ha
energy above the lowest of the compared OMol25 structures with the same formula, charge and spin = 108.8 kcal per mole
gap between HOMO and LUMO = 10.11 eV
total charge = 0

Atom charges from the Mulliken analysis, given in e for atoms 1 to 8: N -0.41; C 0.09; C 0.22; C -0.70; C -0.59; O -0.37; H 0.38; H 0.32